{
  "formula": "C3H7BrN4O4",
  "method": "wB97M-V/def2-TZVPD",
  "species": ["N", "O", "H", "H", "N", "H", "C", "Br", "H", "O", "O", "H", "H", "O", "H", "C", "N", "C", "N"],
  "positions_angstrom": [[-0.6753, 0.8005, 0.7147], [1.1252, 1.4847, 1.9476], [0.8707, -1.2146, -4.1239], [2.5643, 1.7725, 3.2608], [-1.6990, -0.6203, -0.9433], [2.5187, 0.0435, 2.5042], [-1.7371, -0.1716, 0.5139], [-3.4738, 0.5688, 0.8493], [1.1997, -1.7467, -2.5115], [-0.5096, -0.9482, -2.6947], [-2.7025, -1.1972, -1.4038], [-1.7223, -1.0808, 1.1957], [1.2252, 0.0375, -2.8649], [-0.6840, 1.7071, -0.1355], [1.3064, 0.6329, 3.6230], [2.0137, 0.9178, 2.9221], [-0.5443, -0.4922, -1.4133], [0.8094, -1.0299, -3.1004], [0.1145, 0.5361, 1.6601]],
  "nbo_charge": [0.237, -0.352, 0.201, 0.209, 0.260, 0.190, -0.031, 0.125, 0.176, -0.340, -0.453, 0.272, 0.182, -0.441, 0.188, -0.248, 0.040, -0.238, 0.024],
  "e_homo_ev": -9.307,
  "homo_lumo_gap_ev": 9.211,
  "multiplicity": 1,
  "smiles": "CO/N=[N+](\\[O-])C(Br)/[N+]([O-])=N/OC",
  "fmax_ev_per_a": 5.1,
  "lumo_ev": -0.096
}



{
  "formula": "C46H61FMoNO8PSeTe",
  "method": "wB97M-V/def2-TZVPD",
  "species": ["H", "H", "H", "C", "H", "H", "P", "C", "H", "H", "H", "H", "C", "C", "C", "C", "H", "H", "H", "C", "Se", "C", "H", "C", "F", "H", "H", "H", "C", "C", "H", "O", "H", "C", "H", "H", "O", "H", "H", "H", "C", "C", "O", "H", "H", "C", "C", "C", "C", "C", "C", "C", "H", "C", "C", "H", "C", "H", "H", "C", "H", "C", "H", "H", "H", "H", "H", "C", "O", "C", "C", "H", "C", "C", "H", "Mo", "H", "H", "C", "H", "C", "H", "H", "O", "H", "C", "N", "H", "H", "O", "H", "C", "H", "H", "H", "C", "Te", "H", "C", "C", "H", "H", "H", "C", "C", "C", "O", "H", "C", "C", "O", "C", "C", "C", "H", "H", "H", "H", "H", "H", "H"],
  "positions_angstrom": [[7.4860, -2.1590, 3.0670], [7.1172, -3.8312, 2.5842], [-2.0229, -2.7294, -2.3022], [3.7950, -1.9139, 0.0549], [4.3370, 2.2791, -2.6165], [1.2199, -6.8893, -1.2754], [-0.2619, -3.9754, -0.0239], [-0.2294, -6.6197, 0.2981], [0.6121, 7.6639, -2.5686], [-4.7070, 0.3055, -3.7796], [1.6858, 4.3788, -3.1688], [0.4550, 6.2043, -3.5369], [-2.0831, -0.1635, -0.7078], [0.5698, 4.4125, -1.3651], [1.3024, 3.7794, -2.3571], [-3.2329, -0.2813, -1.4992], [-3.5353, -4.7387, 0.6891], [2.2701, 1.8488, -5.7163], [-4.8210, -2.7367, -3.3492], [-3.4667, -1.1768, -2.7231], [-0.3512, 1.1305, 1.0749], [-2.6955, -4.1266, 1.0087], [-1.7003, 5.6480, -2.2816], [-5.2881, 3.3767, 1.2476], [0.4992, -0.5461, 6.4146], [2.6443, -1.4340, 7.4788], [0.4301, 6.1250, 0.7938], [0.7021, 1.7699, -4.9051], [0.8606, 6.6034, -2.6053], [3.7464, -1.9463, 5.7225], [-4.4830, 4.0795, 1.0215], [0.2478, -5.2799, 0.6606], [-6.4809, 0.9024, 1.3768], [6.1914, -2.3388, 5.5881], [-2.9879, 2.4172, 1.3369], [-1.3074, -6.6429, 0.4537], [2.6394, -1.6909, -0.5733], [-1.4898, 7.1666, -1.4029], [-5.0591, 2.8701, 2.1874], [-0.4833, 4.0717, 0.4990], [3.7978, 2.5363, -3.5298], [3.6817, -1.9410, 1.5279], [4.8078, -2.1659, -0.5335], [5.6260, -4.1067, 4.5270], [-3.6432, -2.2303, 0.6048], [-2.0327, 0.8389, 0.2650], [-3.1258, -2.7400, 1.4174], [1.0800, 1.6823, -1.3238], [5.9563, -3.0909, 4.2904], [-1.2552, 6.1016, -1.3942], [-4.2802, 1.5252, -0.1478], [-4.2880, 0.5718, -1.1574], [-3.9248, -0.8829, -4.8143], [2.5879, -1.4221, 2.1961], [0.2685, 5.9071, -1.3811], [3.2088, 0.0811, -4.4357], [1.4851, -0.9543, 4.3433], [1.9409, 6.4149, -0.0779], [-6.7333, 3.7878, -1.0022], [2.5907, -1.4404, 3.6289], [-6.9268, 0.7713, -0.3288], [1.6943, 2.2239, -4.8697], [1.5798, 3.2991, -5.0010], [4.3886, 2.1948, -4.3807], [-3.8084, -2.8222, 2.2641], [-7.5848, 2.0767, 0.6533], [0.2470, -7.2661, 1.0292], [-3.0960, 1.6668, 0.5670], [0.1809, -2.8117, 0.8802], [4.7571, -2.4334, 2.2554], [0.8585, 6.5478, -0.1160], [-5.0233, 3.8350, -1.4460], [1.5949, 2.4065, -2.3879], [2.4177, 1.8641, -3.5621], [7.0480, -2.7872, 6.0896], [0.8139, -1.1261, -0.2234], [-0.3882, -6.3836, -1.8497], [-6.0536, 2.5163, -2.0132], [0.1469, -6.9893, -1.1148], [5.0809, -1.8306, 7.3760], [-6.6940, 1.4744, 0.4719], [0.6481, 7.6178, -0.1132], [3.7268, 3.6223, -3.5881], [1.5786, -0.8575, 1.5904], [-2.2695, -2.1377, 1.7201], [-2.2537, -2.0149, -3.0886], [4.7904, -2.4552, 3.5735], [-1.7297, 5.6665, -0.5131], [-5.1915, 0.4777, -1.7433], [-1.0007, -1.0113, -0.7495], [-6.1950, 3.9608, 1.4031], [3.7132, -1.9538, 4.3094], [8.0144, -3.5220, 4.0507], [-5.5639, -1.6070, -2.2235], [0.6217, -0.5659, 3.8247], [-3.7925, -0.2690, -3.9221], [0.7791, -3.3350, -2.0592], [-0.1297, -8.0288, -1.2907], [2.6507, -1.4643, 6.3965], [7.2027, -3.1490, 3.4282], [-1.3736, -1.3960, -3.2699], [-2.1692, -4.6450, 1.8119], [-2.9786, 0.4340, -4.1102], [-5.5137, 2.3859, 0.1058], [2.6271, 0.3479, -3.5525], [1.5340, -0.9905, 5.7046], [-1.8182, -4.0685, -0.1748], [1.9489, 6.5242, -2.6326], [0.0856, 3.6272, -0.3071], [4.9595, -2.4221, 6.4693], [1.2844, 0.3397, -1.1560], [-4.6391, -2.1322, -2.4595], [-5.8469, 3.1744, -1.1684], [0.3375, 2.2808, -0.3025], [6.4485, -1.2992, 5.3679], [-4.4126, -2.8116, -1.6348], [1.6794, -0.1929, -3.6121], [4.8050, -3.4578, 6.7865], [5.6122, -2.8108, 1.7165], [3.1843, 0.0016, -2.6815], [-2.4602, -2.5746, -4.0026]],
  "mulliken_charge": [0.412, 0.534, 0.002, 0.196, 0.342, 0.323, 1.045, -0.071, 0.435, 0.359, 0.493, 0.413, 0.031, -0.505, -0.085, 0.476, 0.424, 0.492, 0.513, 1.966, 0.310, -0.470, 0.367, -1.987, -0.335, 0.569, 0.323, 0.318, -2.099, 0.923, 0.278, -0.253, 0.341, -0.924, 0.694, 0.222, -0.287, 0.480, 0.391, 0.513, -1.659, -0.259, -0.651, 0.165, -0.010, 0.242, -0.638, 0.299, 0.455, -1.627, -0.405, -0.767, 0.484, 0.903, 2.064, 0.599, -0.849, 0.382, 0.470, 1.210, 0.307, -1.634, 0.326, 0.476, 0.530, 0.472, 0.342, -0.539, -0.649, -0.415, -1.661, 0.295, -0.280, 2.075, 0.365, -0.972, 0.298, 0.319, -1.124, 0.490, -1.620, 0.456, 0.309, 0.725, -0.055, -1.443, 0.167, 0.350, 0.442, 1.106, 0.437, -1.033, 0.431, 0.325, 0.662, -1.780, 0.255, 0.424, -0.772, -1.877, 0.161, 0.427, 0.350, 1.862, -1.997, -0.185, -0.103, 0.422, -0.844, -1.004, -0.613, -1.728, -1.516, 0.185, 0.348, 0.151, 0.161, 0.347, 0.637, 0.298, 0.534],
  "e_homo_ev": -13.126,
  "homo_lumo_gap_ev": 5.648,
  "multiplicity": 1,
  "fmax_ev_per_a": 0.7,
  "charge": 2,
  "lumo_ev": -7.478
}



{
  "formula": "C36H49ClFN14O5P",
  "method": "wB97M-V/def2-TZVPD",
  "species": ["H", "C", "C", "H", "C", "C", "C", "C", "H", "O", "C", "N", "H", "C", "H", "C", "C", "H", "H", "H", "H", "N", "H", "C", "H", "H", "N", "C", "C", "N", "C", "N", "C", "C", "H", "C", "H", "C", "H", "N", "H", "C", "H", "H", "C", "H", "O", "C", "H", "H", "H", "C", "C", "N", "F", "H", "C", "N", "H", "H", "H", "H", "H", "H", "H", "P", "H", "N", "O", "C", "H", "C", "N", "H", "C", "O", "H", "C", "H", "H", "O", "N", "C", "C", "C", "C", "H", "H", "N", "H", "H", "H", "H", "C", "H", "H", "Cl", "H", "H", "C", "C", "H", "C", "H", "H", "N", "N"],
  "positions_angstrom": [[-3.3294, -6.2487, -3.1436], [7.0855, -5.3304, -2.9284], [7.8650, -4.1120, -3.1013], [-0.8193, -0.4777, 3.5953], [4.6252, -0.3012, -7.8569], [4.3540, 6.3395, 6.7728], [-2.7709, 0.4203, -1.0072], [-1.3535, -0.1696, 1.1539], [0.0617, 2.2758, 2.6930], [1.6470, -5.4715, -2.0164], [3.6713, 4.6291, 10.7304], [2.0481, 3.1723, 2.4037], [-4.3753, -1.7784, -0.9223], [3.1257, 3.7050, 4.7124], [-0.9994, 5.9377, 0.4353], [-0.7150, -2.6585, -0.1538], [-4.9481, -7.3294, -3.9693], [3.3702, -3.9113, -0.0573], [-0.1522, 3.7969, -4.9897], [-4.5996, -6.6498, -1.9988], [4.1447, 3.3261, 4.7716], [3.2091, 3.9079, 9.9672], [-4.9277, 0.8992, -1.1620], [4.2344, -1.6588, -7.5062], [-0.9551, 4.7180, -3.7289], [3.9966, 0.4334, -7.3540], [8.4781, -3.1519, -3.2374], [-0.2378, -2.3707, 1.1243], [-4.7553, -1.0186, -0.2110], [-2.5431, 1.9944, -3.9459], [-4.2266, 0.3942, -0.4810], [-0.4256, -3.7900, -0.8583], [2.5218, 3.4072, 3.4225], [0.8595, -4.3124, 1.1429], [-0.0852, -6.2833, -1.3662], [2.2671, -1.8897, -3.4524], [-5.9332, 4.7384, 3.3987], [4.2581, 5.5486, 11.6956], [-7.3043, 4.8070, 2.2997], [2.3764, -1.5904, -2.3490], [3.1658, 4.7742, 4.8938], [-7.0256, -1.5792, -3.8509], [5.3343, 5.6389, 11.5509], [-6.9654, -1.2892, -4.8992], [-1.5470, -1.6814, -0.7763], [6.9140, -5.5478, -1.8746], [-3.2149, 1.4617, 2.5527], [-0.6544, 6.2674, -1.6229], [3.8272, 6.5455, 11.6046], [6.1103, -5.2502, -3.4078], [0.4364, 5.1491, -0.1996], [-4.4079, -6.3558, -3.0306], [3.5823, 6.8986, 7.8726], [3.9280, -2.7293, -7.2298], [-4.4456, -1.4146, 1.1050], [5.6578, -0.1025, -7.5719], [-5.8544, -2.3427, -3.4475], [-5.0863, 3.0927, 0.8269], [1.7885, -1.4436, -5.4598], [4.5395, -0.1307, -8.9295], [7.5931, -6.1914, -3.3618], [-7.0474, 3.3811, 3.2972], [-2.7672, 0.0306, -2.0373], [-4.8499, -5.3716, -3.1771], [4.6146, -4.0727, -1.3401], [-1.7268, 1.4137, 1.9457], [3.0953, -3.2026, -1.6901], [0.5640, -3.2326, 1.8014], [-0.6722, 1.7863, 3.1075], [2.1290, -2.2782, -4.8475], [1.4072, -3.0868, -4.9638], [-0.5896, 5.4295, -0.4366], [-0.7096, 6.9100, -2.5740], [-4.2695, 0.9296, 0.4734], [3.5351, -4.0558, -1.1337], [-1.6070, 2.4948, 0.9423], [-1.6233, 4.6845, -5.3499], [-0.5694, -1.1367, 1.7737], [4.2188, 7.4520, 8.5631], [-3.4053, 2.4101, 2.6369], [3.6836, -6.3765, -1.6599], [-5.3738, -8.0959, -4.7095], [0.3783, -4.5740, -0.1771], [-6.5409, 4.1487, 2.7129], [0.8184, -5.8662, -0.9014], [-1.9178, 2.9128, -4.2310], [2.5590, 3.2535, 5.5272], [-7.1241, -0.6680, -3.2613], [-0.0633, -0.9212, 3.0808], [2.8167, 7.5859, 7.5135], [-1.9345, -1.8973, -1.7731], [0.0374, -1.8280, 3.5381], [-2.3314, 1.4223, -1.0620], [-5.7266, 3.5582, 1.6587], [1.3186, -6.5777, -0.2386], [-5.8584, -1.0372, -0.2586], [1.9418, -5.4302, 1.9798], [-1.1563, 4.5066, -0.5723], [-7.9388, -2.1589, -3.7198], [-1.1271, 4.0788, -4.5925], [2.9802, -5.3968, -1.6219], [3.0802, 6.1176, 8.4438], [-1.8617, -0.5037, -0.1767], [4.0898, 5.2090, 12.7169], [3.0717, -2.6224, -5.2576], [4.9634, 5.8986, 5.9063], [-4.9300, -2.9396, -3.1218]],
  "mulliken_charge": [0.170, -0.769, 0.374, 0.210, -0.789, 0.457, -1.291, -0.133, 0.221, -0.291, 0.377, -0.500, -0.026, -0.693, 0.302, 0.094, 0.302, 0.224, 0.262, 0.265, 0.302, -0.376, 0.541, 0.415, -0.136, 0.265, -0.386, 0.382, -0.176, -0.373, 0.044, -0.452, 0.434, -0.167, 0.250, 0.465, 0.293, -0.820, 0.329, -0.570, 0.092, -0.888, 0.271, 0.309, -0.660, 0.260, -0.535, 0.294, 0.264, 0.198, 0.260, -0.320, -0.734, -0.443, -0.349, 0.276, 0.443, -0.373, 0.351, 0.279, 0.339, 0.281, 0.512, -0.025, 0.129, 0.932, 0.027, -0.601, -0.502, -0.771, 0.291, -0.347, -0.458, -0.121, -0.295, -0.346, 0.281, 0.959, 0.296, 0.232, -0.568, -0.372, 0.660, -1.016, -0.910, 0.412, 0.329, 0.262, -0.548, 0.301, 0.447, 0.309, 0.200, 0.510, 0.496, 0.298, -0.160, -0.021, 0.289, -0.456, 0.682, 0.128, 0.200, 0.317, 0.203, -0.439, -0.394],
  "e_homo_ev": -8.149,
  "homo_lumo_gap_ev": 7.814,
  "multiplicity": 1,
  "smiles": "CC(=O)OCc1nc2cc(CCCF)c(P(=O)(O)O)c(N)c2nc1Cl.CC#N.CC#N.CC#N.CC#N.CC#N.CC#N.CC#N.CC#N.CC#N.CC#N.CC#N",
  "fmax_ev_per_a": 2.9,
  "lumo_ev": -0.335
}



{
  "formula": "C25H23CrF4N6O",
  "method": "wB97M-V/def2-TZVPD",
  "species": ["C", "H", "H", "C", "C", "Cr", "H", "C", "N", "C", "C", "H", "C", "N", "C", "H", "C", "C", "F", "C", "C", "H", "C", "C", "C", "H", "F", "H", "C", "C", "C", "H", "H", "H", "H", "H", "H", "N", "C", "C", "F", "N", "H", "F", "C", "H", "H", "C", "H", "C", "C", "H", "H", "N", "H", "C", "H", "O", "N", "H"],
  "positions_angstrom": [[-1.8119, 4.1331, 0.7164], [0.6012, -6.5594, 2.5434], [2.7486, -1.2191, -0.0758], [-2.4849, 2.0648, 1.6259], [0.8946, -2.8860, -3.1654], [-0.2523, 0.1935, -0.3549], [-0.9293, -1.9275, 3.3119], [0.3369, -4.6099, 1.7009], [1.8420, 0.6331, 0.2967], [-2.9286, 4.7279, 1.2704], [0.0213, 1.9310, -2.8906], [2.0115, 2.0325, -1.2097], [0.5839, -1.6031, -2.4615], [0.3425, -2.6446, -0.3508], [-1.5194, 2.7628, 0.8648], [1.1368, 1.0290, 2.2335], [0.2670, -5.5441, 2.7204], [0.7023, -0.1638, -4.5121], [-1.0325, 4.9194, -0.0657], [-0.6627, -3.8842, 4.1852], [1.9777, 2.0335, -0.1218], [0.6837, 1.2187, -6.1245], [0.5165, -0.3549, -3.1183], [0.1848, 2.1682, -4.2323], [-0.2329, -5.1851, 3.9676], [-4.7305, 4.4887, 2.4249], [-4.4394, 1.9260, 2.9033], [0.8063, 3.7747, -0.2844], [-2.1920, -0.0059, -1.0019], [-0.0913, -3.3006, 1.9164], [0.5478, 1.0754, -5.0594], [-0.2894, -5.9184, 4.7629], [-0.2788, 2.7230, -2.2124], [-1.0603, -3.5990, 5.1516], [2.7610, -0.0939, -1.4410], [1.8387, -2.8216, -3.7120], [2.9296, 2.4499, 0.2406], [0.3251, -1.5391, -1.1638], [0.8154, 2.8919, 0.3587], [-3.5971, 2.6710, 2.1607], [-3.1225, 6.0461, 1.0465], [-3.2612, -0.0864, -1.4367], [0.1105, -3.1355, -3.8850], [-2.2794, 0.7766, 1.9054], [1.9718, 0.5230, 1.7534], [1.0149, 3.2664, 1.3757], [1.9412, -0.5235, 2.0452], [-0.0263, -2.2734, 0.8443], [0.0192, 3.1572, -4.6334], [-3.8548, 4.0211, 2.0028], [2.8706, -0.1750, -0.3602], [0.7174, -4.8756, 0.7240], [0.9607, -3.6893, -2.4362], [-0.4269, 2.1210, 0.3520], [3.8734, 0.1684, -0.0706], [-0.5914, -2.9447, 3.1657], [0.9495, -1.0165, -5.1310], [-0.3417, -1.0548, 1.1764], [0.2122, 0.7371, -2.3169], [2.9209, 0.9699, 2.0805]],
  "nbo_charge": [0.286, 0.201, 0.220, 0.286, -0.663, 1.205, 0.240, -0.192, -0.447, 0.328, 0.081, 0.214, 0.186, -0.404, 0.101, 0.225, -0.230, -0.234, -0.334, -0.222, -0.213, 0.201, 0.092, -0.335, -0.227, 0.234, -0.318, 0.198, -0.025, -0.018, -0.195, 0.200, 0.204, 0.204, 0.217, 0.208, 0.177, -0.379, -0.231, 0.346, -0.325, -0.479, 0.220, -0.290, -0.410, 0.170, 0.222, 0.493, 0.209, -0.392, -0.406, 0.229, 0.249, -0.723, 0.172, -0.199, 0.208, -0.753, -0.551, 0.169],
  "e_homo_ev": [-2.629, -4.920],
  "homo_lumo_gap_ev": [5.368, 7.502],
  "multiplicity": 5,
  "fmax_ev_per_a": 0.2,
  "charge": -1,
  "lumo_ev": [2.739, 2.582],
  "s_squared": 6.043
}



no.,energy (eV)
1,-87407.4406
2,-153055.4661
3,-93753.4167
4,-76580.5740